# 1
Density functional theory data (wB97M-V/def2-TZVPD) for C44H55N5O2P2S2Si2Zn as an isolated structure.

Geometry as XYZ:
```
113
C44H55N5O2P2S2Si2Zn wB97M-V/def2-TZVPD
Zn -0.522 -0.467 -0.692
S 2.527 0.446 -5.473
S 0.369 -1.575 -2.623
P -0.738 1.359 1.178
P -0.657 -1.546 1.715
Si -1.623 2.715 -1.431
Si -2.155 -3.430 -0.323
O 3.006 -0.231 -6.641
O 3.333 1.497 -4.909
N 5.381 -0.532 -1.184
N 2.206 -0.639 -4.257
N 3.066 -0.204 -0.333
N -1.254 1.409 -0.368
N -1.336 -2.082 0.345
C -4.428 2.252 2.729
C -0.217 2.974 -2.662
C -1.533 -1.926 4.379
C -4.220 2.111 4.092
C 0.089 -0.067 1.456
C 3.252 0.595 -1.536
C -3.225 2.297 -2.325
C 2.367 3.905 0.628
C 1.410 -4.942 2.741
C 1.456 2.868 0.538
C 2.844 -3.068 3.208
C -1.865 1.315 -5.612
C -1.885 -1.653 3.061
C 5.429 0.258 0.096
C -3.812 -1.602 5.077
C 3.269 -1.619 -0.604
C -2.967 1.751 4.571
C 4.761 -1.877 -0.919
C 0.294 1.870 -6.559
C -2.117 1.703 2.312
C 2.228 4.866 1.625
C -4.170 -1.320 3.765
C 4.573 0.209 -2.221
C -3.212 -1.345 2.766
C 0.387 2.776 1.428
C -1.086 2.041 -6.507
C 2.626 -4.438 3.194
C -1.285 0.411 -4.730
C -1.922 1.545 3.686
C 0.086 0.255 -4.769
C 0.951 -0.617 -3.925
C -0.964 -4.691 -1.046
C 0.425 -4.073 2.299
C 1.172 4.779 2.519
C 1.855 -2.200 2.758
C -3.248 -2.771 -1.702
C 0.643 -2.698 2.291
C -2.493 -1.901 5.383
C 0.847 0.964 -5.681
C 0.253 3.739 2.419
C -3.287 -4.320 0.896
C -3.379 2.045 1.842
C 3.995 0.238 0.688
C -1.876 4.364 -0.562
H -0.951 4.719 -0.105
H 0.904 2.419 -7.264
H 6.327 -0.663 -1.532
H -3.488 -1.127 1.740
H -0.275 -5.064 -0.285
H -3.542 2.129 0.774
H -2.210 -2.125 6.404
H -0.367 -4.242 -1.843
H -1.560 2.744 -7.179
H 4.903 -2.486 -1.810
H -4.561 -1.588 5.859
H -0.579 3.692 3.109
H 3.934 -0.451 1.531
H -2.642 4.325 0.215
H -3.409 2.968 -3.168
H -2.661 -2.275 -2.479
H -5.197 -1.075 3.523
H 4.409 -0.464 -3.062
H -1.498 -5.547 -1.466
H 1.235 -6.010 2.739
H -1.876 -0.166 -4.030
H 3.392 -5.117 3.546
H 3.715 1.231 1.039
H -2.188 5.107 -1.303
H -3.876 -3.608 1.476
H -0.574 3.366 -3.618
H -5.038 2.268 4.785
H -3.222 1.271 -2.694
H 1.979 -1.122 2.749
H -0.524 -4.469 1.955
H -3.959 -2.047 -1.295
H 3.180 3.981 -0.087
H 2.648 -1.916 -1.448
H 5.768 1.260 -0.165
H -0.505 -2.164 4.625
H 5.157 1.066 -2.552
H -4.069 2.388 -1.636
H -2.809 1.615 5.633
H 0.505 3.690 -2.260
H -3.982 -4.952 0.336
H -2.765 -4.966 1.605
H 3.782 -2.676 3.585
H 0.321 2.046 -2.861
H 6.167 -0.211 0.746
H -3.817 -3.576 -2.175
H 1.056 5.528 3.292
H 2.934 5.684 1.697
H 2.958 -2.195 0.267
H -5.409 2.519 2.354
H -2.937 1.460 -5.597
H -0.948 1.238 4.050
H 3.250 1.650 -1.262
H 5.310 -2.318 -0.086
H 2.436 0.413 -2.224
H 1.542 2.117 -0.237
```

As for the spin multiplicity: 1. As for the frontier orbital gap: 6.35 eV. As for the energy above the lowest of the compared OMol25 structures with the same formula, charge and spin: 0.0 kJ/mol.



# 2
Density functional theory data (wB97M-V/def2-TZVPD) for a 2-piece molecular cluster, C4H10N2OS overall at a distorted geometry.

Geometry as XYZ:
```
18
C4H10N2OS wB97M-V/def2-TZVPD
S 2.245 2.191 0.578
O 1.012 1.625 2.950
N -0.395 0.900 -0.371
N -0.546 -0.382 -0.089
C -1.194 -0.645 1.214
C 0.930 2.104 1.837
C -0.239 -1.463 -0.769
C 0.320 -1.391 -2.107
H -0.584 -2.365 -0.313
H 0.302 -2.417 -2.576
H 0.130 2.590 1.356
H -0.483 -1.195 1.923
H -2.011 -1.324 1.210
H -0.262 0.808 -1.437
H 1.293 -1.002 -2.024
H 1.347 2.311 -0.424
H -0.162 -0.580 -2.695
H -1.701 0.236 1.737
```

As for the spin multiplicity: 1. As for the frontier orbital gap (alpha / beta): 8.59 / 8.59 eV. As for the energy above the lowest of the compared OMol25 structures with the same formula, charge and spin: 414.8 kJ/mol.



# 3
Density functional theory data (wB97M-V/def2-TZVPD) for C37H30BrGeI2N3O2Ru as an isolated structure.

Geometry as XYZ:
```
77
C37H30BrGeI2N3O2Ru wB97M-V/def2-TZVPD
I -3.138 -2.358 -2.798
I -5.880 -1.138 2.414
Ru 0.209 0.834 -1.225
Br -0.483 1.021 -3.618
Ge 2.337 -0.134 -1.900
O -0.786 -1.067 -1.097
O -5.666 1.594 -3.285
N -0.038 0.949 0.994
N -1.978 1.487 -1.452
N 1.826 2.846 0.053
C 3.168 1.470 -5.740
C 5.999 -0.292 0.313
C 2.429 -4.440 -3.962
C 1.273 2.370 -1.067
C 1.254 -4.006 -3.372
C -3.065 -1.671 -0.832
C 0.844 1.723 1.926
C -1.830 -1.183 -0.352
C 3.710 -0.242 -0.487
C 1.102 3.023 1.241
C -1.787 -0.798 1.009
C 3.483 -2.374 -3.337
C -4.206 -1.684 -0.051
C -2.933 -0.803 1.791
C 0.448 5.163 0.303
C -3.342 1.378 -3.433
C 4.078 2.490 -5.507
C 4.196 -0.604 1.862
C 3.550 -3.619 -3.943
C 4.047 1.957 -3.163
C 5.557 -0.504 1.610
C 3.292 -0.472 0.818
C 1.904 3.761 -1.062
C -4.343 1.760 -1.281
C -4.477 1.582 -2.656
C 2.704 0.700 -4.682
C 1.192 -2.758 -2.759
C -4.143 -1.224 1.260
C 2.307 -1.924 -2.732
C 5.082 -0.170 -0.724
C 3.121 0.936 -3.370
C 1.021 4.948 -0.884
C -2.145 1.348 -2.760
C -0.472 -0.348 1.578
C 0.500 4.200 1.422
C 4.524 2.727 -4.215
C -3.084 1.703 -0.730
H -2.876 -0.482 2.825
H 0.374 -4.638 -3.384
H 2.476 -5.412 -4.436
H 4.421 2.145 -2.162
H -6.381 1.688 -2.645
H 0.269 -2.430 -2.301
H 7.060 -0.227 0.107
H 4.473 -3.949 -4.404
H 0.314 -1.076 1.372
H -0.866 1.531 0.897
H 4.449 3.088 -6.330
H 0.317 1.882 2.871
H -0.158 6.049 0.445
H 5.448 -0.009 -1.732
H 2.829 1.265 -6.748
H 4.364 -1.741 -3.344
H 2.900 3.933 -1.451
H 5.250 3.509 -4.027
H -5.139 -2.042 -0.463
H 2.230 -0.576 1.005
H -0.062 4.402 2.323
H -0.576 -0.245 2.664
H 3.845 -0.793 2.870
H -3.409 1.220 -4.497
H 6.270 -0.604 2.418
H 0.894 5.648 -1.699
H 1.759 1.169 2.108
H 2.024 -0.122 -4.887
H -5.205 1.911 -0.645
H -2.960 1.811 0.339
```

As for the spin multiplicity: 1. As for the frontier orbital gap: 7.62 eV. As for the energy above the lowest of the compared OMol25 structures with the same formula, charge and spin: 187.7 kJ/mol.



# 4
Density functional theory data (wB97M-V/def2-TZVPD) for C20H45BeN2O6S5 as an isolated structure at a distorted geometry.

Geometry as XYZ:
```
79
C20H45BeN2O6S5 wB97M-V/def2-TZVPD
S 0.142 -2.158 -5.176
S 3.486 2.151 -0.652
S -3.602 1.679 3.069
S 4.381 -1.340 0.663
S -1.348 -3.198 3.335
O 3.122 1.522 -1.978
O 3.327 -1.672 -0.379
O 1.481 -1.841 -4.546
O -2.261 1.630 3.801
O 0.616 -0.610 -1.498
O -1.192 -4.677 3.533
N -1.758 -2.565 -1.707
N -1.336 3.923 2.434
C -4.581 0.218 3.542
C -2.961 -2.168 -1.188
C 2.513 3.660 -0.569
C -3.168 1.069 1.445
C -3.955 -3.062 -1.514
C 0.276 -2.122 -7.017
C -3.322 -4.032 -2.304
C -0.834 -0.615 -4.957
C -0.144 4.031 1.784
C 4.691 -2.977 1.511
C -1.996 5.128 2.256
C -1.292 -2.986 1.517
C 0.111 5.333 1.413
C -1.975 -3.771 -2.319
C 0.028 0.459 -0.859
C 0.204 -2.277 3.776
C -1.106 5.996 1.664
C 0.239 0.574 0.658
C 3.464 -0.446 2.022
C 5.116 2.873 -0.901
Be 2.717 -0.952 -2.626
H 0.041 -1.239 3.482
H 2.699 -1.067 2.489
H 5.400 3.342 0.043
H -1.059 0.572 -0.973
H -3.943 -0.657 3.402
H -0.328 0.061 -5.647
H -1.139 -4.278 -2.775
H 0.492 3.158 1.754
H -0.032 -0.247 1.326
H -3.016 5.184 2.601
H 4.168 -0.235 2.829
H -1.692 3.048 2.826
H 5.232 -2.745 2.429
H -4.970 0.206 4.557
H 1.001 5.815 1.044
H 3.036 0.475 1.638
H -1.383 -1.956 1.173
H -0.856 -2.104 -1.719
H -0.760 -2.102 -7.358
H -2.484 1.668 0.843
H -2.079 -3.568 1.040
H -1.370 7.036 1.538
H -5.406 0.022 2.855
H 1.148 -2.768 3.535
H -0.339 -3.369 1.150
H -4.015 1.244 0.771
H 0.865 -1.303 -7.423
H -2.862 0.026 1.383
H -1.881 -0.783 -5.208
H 0.329 -2.183 4.858
H -4.958 -3.120 -1.123
H 1.435 3.506 -0.541
H -3.693 -4.999 -2.609
H 0.342 1.433 -1.258
H 1.166 0.986 1.062
H 2.817 4.273 -1.417
H 0.646 -3.092 -7.345
H 5.159 3.681 -1.634
H 5.257 -3.616 0.842
H 3.694 -3.298 1.808
H -3.012 -1.247 -0.627
H -0.835 -0.214 -3.945
H 2.756 4.223 0.334
H 5.851 2.160 -1.269
H -0.502 1.289 1.025
```

As for the spin multiplicity: 1. As for the frontier orbital gap: 4.11 eV. Its net charge is +1. As for the energy above the lowest of the compared OMol25 structures with the same formula, charge and spin: 0.0 kJ/mol.



# 5
Density functional theory data (wB97M-V/def2-TZVPD) for a 2-piece molecular cluster, C5H10 overall at a distorted geometry.

Geometry as XYZ:
```
15
C5H10 wB97M-V/def2-TZVPD
C -1.445 2.028 -0.594
C -0.525 3.450 1.358
C 2.186 -3.750 -0.223
C -1.494 2.651 0.829
C 1.271 -4.213 -1.178
H 1.092 -3.585 -2.128
H 2.604 -4.639 0.300
H 0.356 2.875 1.311
H -2.325 2.386 1.473
H -0.558 1.346 -0.566
H 2.618 -2.829 -0.318
H -0.703 4.308 2.032
H -2.441 1.376 -0.770
H 0.740 -5.153 -1.058
H -1.342 2.917 -1.421
```

As for the spin multiplicity: 1. As for the frontier orbital gap: 9.27 eV. As for the energy above the lowest of the compared OMol25 structures with the same formula, charge and spin: 456.0 kJ/mol.



> Which value of spin multiplicity does entry 3 give?

1